Density functional theory data (the ωB97M-V functional and the def2-TZVPD basis) for a molecular structure, C68H58Br3INO4S2Y.

Properties
E: -322086.330 eV
ΔE to the lowest compared entry with this formula, charge and spin: 0.0 kJ/mol
total charge: 0
M: 1472.871 g mol⁻¹

XYZ file:
```
138
C68H58Br3INO4S2Y the ωB97M-V functional and the def2-TZVPD basis
Y -1.530 0.590 0.611
C -4.396 2.230 2.266
C -4.153 2.940 0.970
C -5.065 3.916 0.508
C -4.878 4.507 -0.705
C -3.763 4.148 -1.495
C -3.480 4.663 -2.785
Br -4.626 5.952 -3.575
C -2.393 4.230 -3.483
C -1.535 3.269 -2.925
Br -0.069 2.644 -3.945
C -1.726 2.732 -1.665
O -0.974 1.817 -1.143
C -2.880 3.203 -0.939
N -3.094 2.607 0.267
H -4.970 2.852 2.952
H -3.452 1.959 2.740
H -4.960 1.312 2.079
H -5.913 4.175 1.128
H -5.578 5.243 -1.076
H -2.186 4.615 -4.472
C -3.432 -7.016 -2.444
C -2.923 -5.601 -2.487
C -2.796 -4.921 -3.697
C -2.305 -3.626 -3.740
C -1.923 -3.013 -2.558
C -2.051 -3.658 -1.340
C -2.551 -4.950 -1.314
S -1.354 -1.318 -2.563
O -0.926 -1.086 -1.144
C 0.147 -1.493 -3.532
C 0.071 -0.902 -4.812
C 1.158 -0.913 -5.634
C 2.376 -1.486 -5.201
C 3.529 -1.480 -6.027
C 4.701 -2.023 -5.592
C 4.782 -2.600 -4.305
C 3.692 -2.622 -3.485
C 2.455 -2.064 -3.910
C 1.303 -2.067 -3.068
C 1.402 -2.706 -1.722
C 1.210 -4.117 -1.601
C 0.890 -4.929 -2.719
C 0.646 -6.263 -2.561
C 0.719 -6.857 -1.283
C 1.036 -6.101 -0.192
C 1.287 -4.713 -0.320
C 1.591 -3.908 0.809
C 1.776 -2.567 0.678
C 1.669 -1.976 -0.598
S 1.613 -0.183 -0.677
O 0.752 0.176 0.514
C 3.260 0.188 -0.111
C 3.460 0.669 1.169
C 4.754 0.970 1.571
C 5.836 0.801 0.713
C 7.230 1.161 1.151
C 5.599 0.322 -0.576
C 4.315 0.023 -0.998
H -3.970 -7.274 -3.355
H -4.102 -7.167 -1.596
H -2.602 -7.719 -2.334
H -3.094 -5.410 -4.618
H -2.221 -3.105 -4.688
H -1.764 -3.148 -0.429
H -2.661 -5.456 -0.361
H -0.850 -0.417 -5.115
H 1.110 -0.457 -6.616
H 3.458 -1.030 -7.011
H 5.576 -2.011 -6.230
H 5.718 -3.029 -3.969
H 3.762 -3.063 -2.499
H 0.823 -4.477 -3.701
H 0.391 -6.869 -3.422
H 0.524 -7.916 -1.172
H 1.094 -6.549 0.793
H 1.654 -4.378 1.784
H 1.963 -1.937 1.540
H 2.616 0.820 1.832
H 4.917 1.348 2.574
H 7.318 1.148 2.237
H 7.494 2.164 0.809
H 7.965 0.469 0.738
H 6.430 0.191 -1.260
H 4.139 -0.339 -2.006
I -2.980 -1.330 2.765
C -4.277 -2.201 1.374
C -4.944 -3.328 1.758
C -5.825 -3.955 0.851
C -6.005 -3.418 -0.389
C -5.317 -2.245 -0.789
C -5.527 -1.703 -2.080
C -4.855 -0.577 -2.450
C -3.936 0.029 -1.562
C -3.643 -0.439 -0.293
C -4.400 -1.597 0.092
H -4.805 -3.740 2.750
H -6.355 -4.851 1.152
H -6.686 -3.881 -1.096
H -6.227 -2.191 -2.749
H -5.018 -0.143 -3.431
H -3.418 0.899 -1.958
C 3.115 2.847 7.115
C 3.447 3.331 5.697
C 3.668 4.843 5.753
C 4.755 2.673 5.237
C 2.313 2.948 4.744
C 1.911 1.627 4.636
C 0.865 1.285 3.798
Br 0.384 -0.556 3.731
C 0.145 2.206 3.016
O -0.854 1.829 2.248
C 0.579 3.556 3.104
C 1.631 3.875 3.958
C -0.098 4.644 2.259
C 0.086 4.325 0.768
C -1.590 4.716 2.612
C 0.490 6.038 2.499
H 3.914 3.126 7.807
H 3.002 1.762 7.156
H 2.183 3.294 7.467
H 4.467 5.069 6.462
H 2.769 5.369 6.083
H 3.962 5.246 4.781
H 5.569 2.911 5.929
H 5.035 3.034 4.245
H 4.657 1.585 5.193
H 2.397 0.843 5.205
H 1.933 4.907 4.014
H -0.259 3.325 0.519
H 1.143 4.394 0.496
H -0.467 5.045 0.158
H -2.073 3.760 2.436
H -2.085 5.478 2.001
H -1.719 4.984 3.664
H 1.551 6.086 2.246
H 0.362 6.367 3.533
H -0.033 6.750 1.857
```